11
Properties=species:S:1:pos:R:3:forces:R:3:nbo_charge:R:1 method="wB97M-V/def2-TZVPD" relative_energy_kcal_mol=22.0 lumo_ha=0.0190 smiles="C=C1CSC(=O)O1" homo_ev=-9.94 gap_ev=10.45
S 0.9284 1.1982 -0.1285 -0.71 -0.86 0.59 0.159
O -0.1926 -1.1735 0.3590 -0.42 1.04 -1.00 -0.507
O 2.0722 -1.2184 -0.1557 -1.25 0.23 0.71 -0.528
C 1.0721 -0.6018 0.0563 -0.49 0.43 -0.72 0.648
C -0.9022 1.1625 0.3027 2.00 -0.48 -2.72 -0.542
C -1.2681 -0.2825 0.0095 1.98 1.94 1.36 0.284
C -2.4900 -0.5787 -0.3193 -1.54 -1.38 -0.08 -0.453
H -3.3203 0.1668 -0.5259 1.49 -1.07 0.39 0.236
H -1.0094 1.3778 1.3292 -0.33 0.56 1.03 0.231
H -2.6853 -1.6466 -0.2345 -0.61 0.14 -0.57 0.224
H -1.3461 1.8693 -0.4356 -0.11 -0.55 1.03 0.247

=====

54
Properties=species:S:1:pos:R:3:forces:R:3:nbo_charge:R:1 method="wB97M-V/def2-TZVPD" lumo_ha=-0.0741 homo_ev=-5.18 gap_ev=3.17
Br 0.7747 -4.9720 4.7775 0.67 -0.78 -0.07 -0.967
Br -2.7227 -3.2480 0.0155 0.00 0.53 -0.04 -0.182
P -0.9163 -2.7256 -1.1439 1.01 -1.06 0.17 1.193
O 4.1721 -1.7656 0.1667 -0.43 0.32 0.63 -0.854
O -1.5069 -2.2925 -2.5872 -0.46 0.21 0.51 -0.976
O -0.2837 -2.5094 4.1937 -1.36 0.39 0.59 -0.384
N -0.6151 -0.2804 3.7202 0.15 -0.06 -0.02 -0.900
N 1.8629 -0.8886 0.2303 0.34 0.01 -0.04 -0.527
N 3.7828 0.4755 -0.7817 0.32 -0.34 -0.31 -0.777
N -4.9971 0.8584 -1.2812 -0.14 0.42 0.17 -0.852
N -0.3744 -1.2047 -0.3331 -0.67 0.13 -1.43 -0.783
N -3.4591 2.8405 -1.2330 -0.04 -0.49 0.56 -0.678
N 1.3541 -1.2803 -2.0304 0.14 0.03 0.18 -0.900
N -5.1582 2.5607 -2.8203 0.13 -0.21 -0.14 -0.593
C -0.0652 -1.5957 3.4862 0.29 0.15 -0.31 0.656
C -2.5100 1.4454 0.6862 0.59 -0.03 0.33 -0.423
C 4.3859 0.2190 -2.1174 0.05 0.05 0.32 -0.409
C 4.7991 1.1910 0.0303 -0.11 0.23 -0.38 -0.415
C -3.2289 2.7091 0.2056 -0.13 -0.32 -0.14 -0.221
C -4.5560 2.1122 -1.8054 -0.09 0.36 -0.70 0.531
C 0.8741 -1.9112 2.3199 0.80 0.47 0.11 -0.550
C 1.5493 -0.7025 1.6665 -0.18 -0.27 0.32 -0.235
C 0.9889 -1.1184 -0.6812 -0.46 0.30 0.72 0.757
C -1.1333 -0.0443 -0.9251 0.32 0.43 1.11 -0.220
C -1.1530 1.1989 -0.0186 -0.50 0.27 -0.19 -0.417
B 3.3505 -0.7439 -0.1377 0.07 0.14 -0.39 1.265
H 4.3121 1.1349 -2.6991 0.06 -0.02 -0.16 0.211
H 2.4945 -0.5364 2.1859 0.16 0.11 -0.19 0.220
H 0.3656 -2.5509 1.6084 -0.18 0.02 0.02 0.248
H 0.0778 0.4538 3.7750 -0.04 0.09 -0.12 0.362
H 0.9867 0.2160 1.7946 -0.21 -0.01 -0.22 0.225
H 1.9559 -2.0824 -2.1798 0.06 0.03 -0.10 0.419
H 4.3325 1.8434 0.7636 -0.03 -0.18 0.23 0.210
H 5.5258 0.5095 0.4768 -0.04 -0.01 0.20 0.199
H -2.6537 3.5707 0.5438 0.03 0.10 -0.11 0.205
H 1.7433 -0.4321 -2.4262 0.07 -0.04 -0.07 0.417
H -1.3555 -0.0451 3.0738 -0.02 0.05 -0.03 0.373
H 5.4360 -0.0636 -2.0167 0.07 0.00 -0.07 0.199
H 5.3587 1.8361 -0.6442 -0.02 0.13 0.01 0.212
H -2.1589 -0.3937 -1.0041 -0.06 0.00 -0.27 0.195
H -4.7498 3.4527 -3.0945 -0.04 0.09 0.11 0.339
H 1.6516 -2.5181 2.7897 -0.14 -0.34 -0.02 0.279
H -0.3786 1.1838 0.7413 0.21 -0.19 -0.13 0.213
H 3.9047 -0.5977 -2.6512 -0.16 0.04 -0.04 0.188
H -2.3059 1.5818 1.7500 -0.15 0.05 0.09 0.214
H -5.2345 0.9373 -0.3011 0.06 -0.24 0.06 0.372
H -3.1240 0.5488 0.6244 -0.14 0.01 -0.10 0.203
H -0.7403 0.2305 -1.9031 -0.09 -0.31 -0.20 0.202
H 3.8027 -2.3310 0.8624 0.21 -0.50 -0.28 0.520
H -4.3080 0.1336 -1.4191 0.04 -0.05 0.17 0.356
H -0.9345 2.0574 -0.6573 0.13 0.11 0.08 0.201
H -4.1987 2.7846 0.6974 -0.03 0.05 0.07 0.207
H -2.4121 -1.9528 -2.5326 -0.02 -0.02 -0.31 0.500
H -2.6082 2.7014 -1.7604 -0.05 0.16 -0.19 0.369

=====

96
Properties=species:S:1:pos:R:3:forces:R:3:mulliken_charge:R:1 method="wB97M-V/def2-TZVPD" total_charge=+1 relative_energy_kcal_mol=50.8 lumo_ha=-0.1420 homo_ev=-10.95 gap_ev=7.08
Zn -2.3090 -2.2322 -1.2712 3.18 1.58 1.57 1.066
O -0.6204 -3.5016 -0.7151 3.06 -3.00 1.50 -0.070
O -3.2926 1.1443 2.6475 -0.10 0.24 1.35 -0.152
O 0.0608 -4.9635 0.9455 -1.20 1.13 -2.17 -0.257
O -2.8508 1.8410 4.6702 -1.38 -0.91 -2.11 -0.287
O -1.3990 -2.3902 -3.1042 -0.38 -0.55 1.92 -0.292
O -0.7994 1.5737 -4.2517 1.19 -0.38 0.83 0.155
O -1.0819 -0.6823 -0.7226 -1.50 -0.42 0.16 0.041
O 1.5266 -4.4931 -0.6699 -1.34 -0.31 1.17 -0.306
O 0.6584 5.9232 -1.5106 0.11 -1.12 -0.15 -0.571
O 2.7631 -3.1216 2.9161 0.30 -0.21 -0.55 -0.616
O 0.5041 1.5894 -6.0068 -0.89 -0.77 1.10 -0.279
O -2.3576 -2.0724 2.8739 -0.64 -0.41 -1.28 -0.372
O -2.9380 -2.5343 0.6671 -0.93 0.34 2.23 -0.529
O -1.7707 1.5335 -6.3287 1.86 -0.62 1.56 -0.576
O 2.7962 4.3308 3.2098 0.66 -0.31 0.27 -0.543
O -2.6880 3.3287 2.9002 -0.46 -2.29 1.25 -0.587
O 1.9534 2.2344 3.4503 1.38 0.05 1.11 -0.227
O 3.8819 2.6852 4.3486 -0.96 -1.99 -0.48 -0.316
O -4.4788 -2.4785 2.3607 1.86 -0.32 -1.34 -0.316
C -2.5588 -1.9674 -5.0993 -1.12 0.84 -0.27 -1.155
C 2.2724 4.6137 -0.4140 0.51 -1.21 0.02 -0.898
C 0.8746 -6.0399 1.4508 1.42 0.79 0.73 -0.656
C -3.2122 -2.3639 1.8865 -0.35 0.21 0.29 0.507
C 0.2515 -4.2713 -0.2070 -0.14 0.57 -0.42 0.476
C 0.1726 -0.0408 -0.8365 -1.53 -1.15 -0.52 0.596
C -1.0035 -1.6801 2.5760 0.87 0.08 -0.45 0.305
C -2.9330 2.2167 3.3740 0.71 2.09 -0.53 0.747
C -4.8395 -2.2087 3.7306 -0.76 1.11 0.47 -0.560
C 1.1125 4.8034 -1.3435 -0.70 1.03 -0.23 0.653
C -1.3658 -2.1688 -4.2897 0.14 -0.21 -1.68 0.695
C 2.4840 -0.9341 2.2076 -0.58 1.54 0.18 -0.111
C 0.7956 2.4460 2.6444 0.78 0.39 -0.39 0.459
C -2.5213 2.7445 5.6839 1.51 0.45 0.48 -0.594
C 0.5475 3.5671 -2.0743 0.59 0.82 0.42 -0.506
C 4.9282 3.4333 4.8044 1.92 2.22 0.85 -0.691
C 0.7120 1.3865 -7.3815 0.06 0.61 -2.14 -0.734
C 2.0860 -3.9037 -1.8362 -1.13 0.68 -1.11 -0.569
C 3.9689 -2.5837 0.9528 0.84 -0.58 0.20 -1.173
C -2.0375 1.6784 -3.5529 -1.82 0.86 -1.60 -0.709
C -0.0601 -1.9711 -4.9752 1.06 0.30 0.90 -0.555
C -3.2775 1.2189 1.2469 -0.12 -1.25 -1.38 -0.648
C 2.9253 3.2132 3.6389 -2.90 0.07 -1.17 0.739
C 3.0715 -2.2781 2.0917 -0.54 -0.12 1.27 0.796
C -0.7868 1.5178 -5.5869 -1.36 1.34 -1.44 0.529
H -2.7968 -0.9213 -4.9068 0.18 0.60 -0.30 0.201
H 1.8322 -5.6092 1.7434 0.09 0.05 0.01 0.263
H 3.0802 5.3098 -0.6399 -0.22 0.15 0.15 0.387
H 0.3106 -2.7957 -5.5841 -0.59 -0.05 -0.28 0.414
H -2.1161 2.1307 -2.5643 1.63 -0.55 0.25 0.204
H -0.0862 -1.0394 -5.5402 -0.02 -0.18 -0.27 -0.097
H -0.4672 -2.3788 1.9338 -0.52 -0.20 -0.20 -0.175
H -3.4884 -2.4037 -4.7338 0.29 -0.73 -0.17 0.363
H -2.5793 0.7331 -3.5825 0.10 0.04 0.14 0.061
H -2.3679 2.0915 6.5430 -0.10 0.33 0.11 0.230
H 4.5990 4.1488 5.5579 -0.09 -0.19 0.31 0.310
H 1.2713 -3.7645 -2.5467 -0.02 0.39 -0.06 0.165
H 2.6547 3.6015 -0.5458 0.29 -0.10 -0.10 0.262
H 0.4117 2.2445 -7.9830 -0.32 0.33 0.35 0.307
H 3.1716 -0.0947 2.3104 0.51 -0.19 -0.34 0.512
H 2.5624 -2.9483 -1.6161 -0.13 -0.09 0.16 0.192
H 1.1179 2.9943 1.7593 -0.36 -0.07 -0.16 -0.268
H 1.3707 2.9235 -2.3845 -0.02 0.04 -0.21 0.334
H 0.2264 0.8023 -0.1477 0.06 0.24 0.11 -0.201
H -2.2767 1.0892 0.8351 0.22 0.75 0.08 0.090
H 5.7089 2.7918 5.2132 -0.41 -0.21 0.02 0.248
H 0.9512 -0.7566 -0.5728 0.49 -0.02 -0.11 -0.518
H 1.1181 -6.8714 0.7895 -0.76 0.20 -0.32 0.310
H -2.6069 2.4268 -4.1039 -0.47 -0.31 -0.37 0.492
H 1.8504 -0.8025 3.0847 -0.11 -0.49 -0.04 0.223
H 0.1661 0.5682 -7.8513 -0.08 -0.34 0.63 0.305
H 3.8196 -3.6507 0.7880 -0.04 0.11 -0.80 0.247
H 0.6879 -1.8572 -4.1905 0.07 0.16 0.01 0.208
H -4.6760 -1.1640 3.9950 0.58 0.04 -0.27 0.198
H 5.0035 -2.5366 1.2926 0.12 0.16 0.29 0.430
H 1.9036 -0.7353 1.3067 -0.10 0.12 -0.09 -0.464
H 0.3942 -6.3288 2.3856 -0.20 -0.22 -0.42 0.269
H 2.0167 4.6371 0.6453 -0.22 0.59 -0.05 0.090
H -0.4202 -1.6620 3.4966 -0.61 0.10 0.20 0.315
H -3.2134 3.5527 5.9203 -0.36 -0.29 -0.42 0.283
H -0.0433 3.9024 -2.9268 -0.03 -0.17 0.16 0.336
H 1.7680 1.2961 -7.6359 0.07 -0.28 0.82 0.270
H -2.3789 -2.0303 -6.1725 -0.21 -0.28 0.17 0.358
H -0.0319 2.9733 -1.3673 -0.23 0.06 0.01 -0.109
H -0.0205 2.9887 3.1216 0.24 0.06 0.29 0.190
H 0.4761 1.4347 2.3927 -0.11 0.13 -0.13 -0.279
H 0.3087 0.3140 -1.8582 0.44 0.22 -0.13 -0.122
H -5.9276 -2.2718 3.7379 0.12 -0.52 -0.11 0.290
H -3.7301 0.2822 0.9215 -0.28 -0.18 0.19 0.163
H 5.4149 4.0737 4.0688 -0.23 -0.24 -0.55 0.318
H -3.8888 1.9719 0.7494 0.38 0.57 0.60 0.476
H 3.9361 -1.8968 0.1071 -0.44 -0.31 -0.08 0.265
H -1.5603 3.1746 5.4018 0.04 0.34 0.31 0.252
H 2.7911 -4.5493 -2.3598 0.04 -0.39 0.78 0.340
H -0.9957 -0.7047 2.0896 -0.14 -0.05 0.06 -0.140
H -4.4159 -2.8261 4.5227 0.28 -0.35 -0.64 0.292

=====

64
Properties=species:S:1:pos:R:3:forces:R:3:nbo_charge:R:1 method="wB97M-V/def2-TZVPD" s_squared=6.015 multiplicity=5 relative_energy_kcal_mol=1.2 lumo_ha="0.0110 / 0.0072" homo_ev="-7.67 / -7.94" gap_ev="7.97 / 8.13"
Cr 1.5427 -0.6264 0.6075 -0.07 0.06 -0.03 1.264
S -7.3743 -3.0650 -0.1421 0.00 0.03 0.01 0.198
P 4.7370 -1.0757 0.9949 -0.03 0.03 -0.02 2.380
P 2.7874 -1.8109 3.1407 0.00 0.01 -0.03 2.369
O 6.1167 -0.3098 1.0120 0.01 -0.02 -0.02 -0.979
O 3.6027 -0.2526 0.4759 0.06 -0.03 0.09 -1.134
O 2.0644 -2.1330 1.8409 0.01 -0.09 -0.03 -1.158
O 1.3968 1.0583 -0.5008 -0.02 -0.01 0.00 -0.712
O 5.0352 -2.3100 0.0402 0.01 0.05 0.01 -0.977
O 2.4989 -0.5617 3.8794 -0.01 0.03 0.01 -1.123
O 5.1494 -0.5997 3.4965 0.01 0.03 -0.01 -0.762
O -6.2429 -5.4488 -0.3983 0.00 0.01 0.01 -0.541
O 2.6689 -3.1182 4.0569 0.01 0.00 0.03 -0.992
N -0.3301 3.5650 -2.0929 0.00 -0.02 -0.01 -0.211
N 0.8344 2.9648 -1.6207 0.00 0.01 0.02 -0.248
C 3.2185 3.2335 -1.2880 0.00 -0.01 0.00 -0.194
C -2.9728 -1.9092 0.2205 -0.02 0.02 -0.04 -0.147
C 4.2943 4.0048 -0.8779 -0.01 0.00 0.00 -0.195
C 5.4043 -2.9352 2.9338 0.00 0.02 0.01 -0.624
C -4.8388 -2.6558 -1.1273 0.00 0.00 0.00 -0.212
C -8.6358 -5.4952 -0.3248 0.01 -0.01 -0.01 -0.720
C -3.5069 -2.3017 -1.0125 0.01 0.00 0.01 -0.137
C -0.4309 -1.1905 0.4397 0.04 0.05 0.00 -0.473
C -7.2746 -4.8448 -0.3140 0.00 -0.03 -0.01 0.431
C -1.5988 -1.5218 0.3327 0.02 -0.07 0.03 -0.083
C -2.6787 2.8763 -2.5359 0.00 0.00 0.00 -0.663
C -5.6623 -2.6358 -0.0078 -0.01 0.00 -0.01 -0.195
C 0.5317 1.7308 -1.0944 0.00 -0.01 -0.01 0.649
C 1.7293 5.0596 -0.7552 -0.01 0.00 -0.01 -0.196
C -0.1778 4.3294 -3.3261 0.00 0.01 0.01 -0.420
C -5.1442 -2.2553 1.2241 0.01 0.00 0.01 -0.199
C -1.3231 2.6165 -1.9811 0.01 0.02 0.00 0.268
C 4.5906 -1.6670 2.7195 0.00 -0.04 -0.02 -0.499
C 4.0994 5.3021 -0.4255 0.00 0.01 0.00 -0.211
C -0.8575 1.5100 -1.3530 0.02 -0.02 0.00 -0.389
C 2.8168 5.8274 -0.3683 0.00 0.00 0.00 -0.215
C -3.8136 -1.8912 1.3368 -0.01 0.00 0.01 -0.187
C 1.9392 3.7682 -1.2218 0.01 0.01 -0.01 0.109
H 3.3612 2.2202 -1.6333 0.00 0.00 0.00 0.241
H 4.3760 -0.1492 3.8958 -0.01 -0.01 0.00 0.525
H -1.3942 0.6294 -1.0445 -0.01 0.00 0.00 0.278
H 6.4430 -2.7829 2.6359 0.00 0.00 0.00 0.218
H -8.9085 -5.7381 0.7033 0.01 0.00 0.00 0.245
H -9.3968 -4.8325 -0.7341 0.00 0.00 0.00 0.229
H 4.3018 -2.4696 -0.5664 0.00 -0.04 0.00 0.521
H 2.1720 -3.8140 3.6110 -0.02 0.01 -0.02 0.515
H -8.5822 -6.4171 -0.8996 -0.01 0.00 0.00 0.240
H -2.8592 -2.3300 -1.8790 0.00 0.00 0.00 0.210
H -3.3610 2.1001 -2.1982 0.00 0.00 0.00 0.249
H -1.1162 4.8367 -3.5332 0.00 0.00 0.00 0.220
H 0.0881 3.6816 -4.1658 0.00 0.00 0.00 0.200
H 6.2590 0.0300 1.9158 -0.01 0.01 0.00 0.534
H 4.9958 -3.7642 2.3578 0.00 0.00 0.00 0.227
H -2.6648 2.8659 -3.6276 0.00 0.00 0.00 0.231
H 0.5972 5.0788 -3.1886 0.00 0.00 0.00 0.228
H -5.7863 -2.2479 2.0954 0.00 0.00 0.00 0.221
H -5.2427 -2.9592 -2.0842 0.00 0.00 0.00 0.220
H 5.3738 -3.1904 3.9913 -0.01 -0.01 0.00 0.239
H 5.2909 3.5857 -0.9160 0.00 0.00 0.00 0.222
H 0.7224 5.4492 -0.6847 0.00 0.00 0.00 0.219
H 4.9447 5.9004 -0.1127 0.00 0.00 0.00 0.218
H -3.0583 3.8448 -2.2099 0.00 0.00 0.00 0.233
H 2.6562 6.8343 -0.0062 0.00 0.00 0.00 0.218
H -3.4075 -1.5934 2.2941 0.00 0.00 0.00 0.225